1.
This record from OMol25 describes a gas-phase ion, C2H6N2P (charge +1). The level of theory is the ωB97M-V functional and the def2-TZVPD basis.

Calculated values
Spin multiplicity: 1
Energy relative to the best compared isomer or geometry (same formula, charge and spin), kcal per mole: 12.7
SMILES: C1=[NH+]CPN1
Total charge: +1
Electronic energy, a.u.: -530.39051

Each line ends with the natural charge from an NBO analysis.
CARTESIAN COORDINATES (ANGSTROEM)
1 C -0.7475 0.9994 -0.1936  0.409
2 N -1.0575 -0.2817 -0.0923  -0.523
3 C 0.1098 -1.1413 -0.1960  -0.540
4 P 1.6685 -0.1155 0.0928  0.821
5 N 0.5248 1.2756 0.0941  -0.767
6 H -1.3986 1.7329 -0.3925  0.229
7 H -1.8773 -0.7810 0.2106  0.460
8 H -0.0921 -2.1042 0.4856  0.266
9 H 0.2987 -1.5839 -1.1399  0.238
10 H 1.6860 -0.2040 1.4428  -0.044
11 H 0.8851 2.2037 -0.3117  0.451


2.
This record from OMol25 describes 2 unconnected molecules or ions with the total composition C2H6N2P2. The level of theory is the ωB97M-V functional and the def2-TZVPD basis.

Calculated values
Spin multiplicity: 1
Energy relative to the best compared isomer or geometry (same formula, charge and spin), kcal per mole: 70.4
Electronic energy, a.u.: -871.84652

Each line ends with the natural charge from an NBO analysis.
CARTESIAN COORDINATES (ANGSTROEM)
1 C 0.7754 -1.5858 -0.9345  -0.534
2 C 1.0768 -0.1858 -0.5598  -0.857
3 N -0.0110 2.0917 0.3530  -1.157
4 N -1.9758 -0.7908 0.5735  -1.088
5 P 1.7999 -1.0862 -2.1020  0.642
6 P -0.2860 0.9588 -0.8720  1.116
7 H 0.1899 -2.2802 -0.4412  0.236
8 H 1.9001 0.2053 0.1457  0.232
9 H -0.7254 2.7518 0.6067  0.405
10 H 0.4914 1.8898 1.2250  0.395
11 H -1.5469 -1.7311 0.6607  0.307
12 H -1.6886 -0.2374 1.3448  0.304


3.
This record from OMol25 describes a molecular structure, C2H6N2S. The level of theory is the ωB97M-V functional and the def2-TZVPD basis.

Calculated values
Spin multiplicity: 1
Energy relative to the best compared isomer or geometry (same formula, charge and spin), kcal per mole: 80.9
Electronic energy, a.u.: -587.37507

Each line ends with the natural charge from an NBO analysis.
CARTESIAN COORDINATES (ANGSTROEM)
1 C -2.1836 -0.2201 0.2751  -0.407
2 C -0.0040 0.5114 -0.6636  -0.120
3 H -2.4676 0.2684 1.3301  0.195
4 H -2.4705 0.6316 -0.4899  0.216
5 H -2.6682 -1.2268 0.1849  0.226
6 H 1.0571 -1.2744 0.3297  0.352
7 H 0.2333 -0.6282 1.7894  0.349
8 H -0.5963 0.9496 -1.6268  0.227
9 N -0.7872 -0.2499 0.2861  -0.284
10 N -0.1126 -1.2924 0.9947  -0.640
11 S 1.6460 0.6455 -0.5095  -0.113


4.
This record from OMol25 describes a single C2H6N2S molecule. The level of theory is the ωB97M-V functional and the def2-TZVPD basis.

Calculated values
Spin multiplicity: 1
Energy relative to the best compared isomer or geometry (same formula, charge and spin), kcal per mole: 67.2
SMILES: CC(=S)NN
Electronic energy, a.u.: -587.39695

Each line ends with the natural charge from an NBO analysis.
CARTESIAN COORDINATES (ANGSTROEM)
1 C -0.5001 1.2074 -0.0329  -0.692
2 C -0.9300 -0.2571 0.0497  0.051
3 S -2.4584 -0.7336 -0.0210  -0.104
4 N 0.0823 -1.1879 -0.1400  -0.421
5 N 1.3814 -0.9317 -0.0649  -0.652
6 H -1.3182 2.0274 -0.2755  0.269
7 H 0.4979 1.4883 -0.7284  0.206
8 H 0.0252 1.4161 0.9282  0.235
9 H -0.2730 -2.0730 -0.2735  0.393
10 H 1.7080 0.1135 -0.4934  0.376
11 H 1.7849 -1.0694 1.0517  0.339


5.
This record from OMol25 describes a single C2H6N2S molecule. The level of theory is the ωB97M-V functional and the def2-TZVPD basis.

Calculated values
Spin multiplicity: 1
Energy relative to the best compared isomer or geometry (same formula, charge and spin), kcal per mole: 9.6
SMILES: CNC(N)=S
Electronic energy, a.u.: -587.48876

Each line ends with the natural charge from an NBO analysis.
CARTESIAN COORDINATES (ANGSTROEM)
1 C 1.9938 -0.0100 0.0711  -0.406
2 N 0.8212 0.8004 -0.0807  -0.612
3 C -0.4553 0.3504 -0.0534  0.277
4 N -1.4189 1.2375 0.0619  -0.801
5 S -0.5939 -1.3033 -0.0047  -0.295
6 H 2.1055 -0.5788 1.0222  0.219
7 H 2.0591 -0.6398 -0.8220  0.216
8 H 2.9241 0.7331 -0.0508  0.186
9 H 1.1005 1.8058 -0.1658  0.386
10 H -1.2732 2.2936 0.1666  0.400
11 H -2.4610 0.9310 -0.0490  0.431


6.
This record from OMol25 describes a single C2H6N2S2 molecule. The level of theory is the ωB97M-V functional and the def2-TZVPD basis.

Calculated values
Spin multiplicity: 1
Energy relative to the best compared isomer or geometry (same formula, charge and spin), kcal per mole: 34.1
SMILES: C/C(=N/S)NS
Electronic energy, a.u.: -985.62922

Each line ends with the natural charge from an NBO analysis.
CARTESIAN COORDINATES (ANGSTROEM)
1 C -1.6296 -0.0063 -0.5299  -0.688
2 C -0.3103 0.0904 0.0211  0.405
3 N -0.0678 -0.5978 1.1018  -0.607
4 S 1.4234 -0.4906 2.0251  0.127
5 N 0.5870 0.9593 -0.6756  -0.758
6 S 2.1712 0.3457 -1.1587  0.129
7 H -1.7007 0.0060 -1.6338  0.219
8 H -2.3098 0.7615 -0.1218  0.243
9 H -2.1449 -0.8799 -0.1446  0.259
10 H 1.2671 -1.8093 2.4247  0.140
11 H 0.0678 1.3181 -1.4605  0.386
12 H 2.6465 0.3028 0.1523  0.143


7.
This record from OMol25 describes a single C2H6N2S2 molecule. The level of theory is the ωB97M-V functional and the def2-TZVPD basis.

Calculated values
Spin multiplicity: 1
Energy relative to the best compared isomer or geometry (same formula, charge and spin), kcal per mole: 16.5
SMILES: C/C(=N\S)NS
Electronic energy, a.u.: -985.65717

Each line ends with the natural charge from an NBO analysis.
CARTESIAN COORDINATES (ANGSTROEM)
1 C -0.1323 0.1470 1.5176  -0.695
2 C 0.0063 -0.1428 0.0449  0.408
3 N -0.6610 0.4114 -0.9051  -0.625
4 S -1.8660 1.5396 -0.4404  0.136
5 N 0.9408 -1.1211 -0.2843  -0.758
6 S 1.2439 -1.6120 -1.8697  0.211
7 H -1.1562 -0.1118 1.8589  0.246
8 H 0.5594 -0.4458 2.1020  0.222
9 H 0.0095 1.1863 1.7202  0.239
10 H -2.2814 1.7971 -1.7020  0.125
11 H 1.7379 -1.2183 0.3479  0.396
12 H 1.5990 -0.4295 -2.3900  0.096


8.
This record from OMol25 describes 2 unconnected molecules or ions with the total composition C2H6N2S2. The level of theory is the ωB97M-V functional and the def2-TZVPD basis.

Calculated values
Spin multiplicity: 1
Energy relative to the best compared isomer or geometry (same formula, charge and spin), kcal per mole: 68.3
Electronic energy, a.u.: -985.57460

Each line ends with the natural charge from an NBO analysis.
CARTESIAN COORDINATES (ANGSTROEM)
1 C -1.8980 -0.4342 -0.9008  -0.077
2 C 0.9837 0.7714 1.5457  -0.723
3 N -1.6121 -0.2871 0.3732  -0.714
4 N 2.0404 -0.0844 -0.6715  -1.069
5 S -0.7497 -0.7003 -2.0542  0.087
6 S 2.3883 0.7510 0.6362  0.911
7 H -2.9401 -0.5544 -1.2650  0.180
8 H 1.0358 1.2622 2.5635  0.225
9 H -2.3724 -0.2334 0.9785  0.347
10 H 0.0259 0.3172 1.1774  0.283
11 H 0.2068 -0.7733 -1.1409  0.190
12 H 2.8914 -0.0347 -1.2420  0.357


9.
This record from OMol25 describes a single C2H6N2S2 molecule. The level of theory is the ωB97M-V functional and the def2-TZVPD basis.

Calculated values
Spin multiplicity: 1
Energy relative to the best compared isomer or geometry (same formula, charge and spin), kcal per mole: 99.7
SMILES: CN(S)/C=N\S
Electronic energy, a.u.: -985.52465

Each line ends with the natural charge from an NBO analysis.
CARTESIAN COORDINATES (ANGSTROEM)
1 C 1.7237 -0.5111 0.1357  -0.441
2 N 0.2740 0.1103 0.2020  -0.617
3 S -0.0184 1.6687 -0.4922  0.156
4 C -0.7415 -0.6855 -0.5665  0.256
5 N -1.9844 -0.4623 -0.7295  -0.658
6 S -3.1609 0.3528 0.0455  0.268
7 H 2.6747 -0.0759 0.5731  0.235
8 H 1.7626 -1.4132 0.6668  0.211
9 H 1.9625 -0.4544 -1.1127  0.193
10 H 0.3603 2.3901 0.9250  0.135
11 H -0.1952 -1.7061 -0.9115  0.177
12 H -2.6573 0.7866 1.2644  0.085


10.
This record from OMol25 describes a gas-phase ion, C2H6N3 (charge +1). The level of theory is the ωB97M-V functional and the def2-TZVPD basis.

Calculated values
Spin multiplicity: 1
Energy relative to the best compared isomer or geometry (same formula, charge and spin), kcal per mole: 62.8
SMILES: NC(N)=C=[NH2+]
Total charge: +1
Electronic energy, a.u.: -243.73480

Each line ends with the natural charge from an NBO analysis.
CARTESIAN COORDINATES (ANGSTROEM)
1 N 0.9162 -1.5056 -0.0158  -0.792
2 C 0.3246 -0.0072 -0.1008  0.386
3 N 1.2022 0.9442 -0.0157  -0.743
4 C -0.9664 0.1608 -0.4248  0.237
5 N -2.0434 0.3809 0.2417  -0.618
6 H 1.9116 -1.3296 -0.0639  0.386
7 H 0.4736 -2.1694 -0.7169  0.429
8 H 1.2253 1.8631 -0.3880  0.447
9 H 2.1037 0.7179 0.3806  0.421
10 H -2.9660 0.6986 -0.1493  0.434
11 H -2.1815 0.2463 1.2530  0.414